# C32H92N4O12

A cluster of 12 separate species, C32H92N4O12 in total (ωB97M-V/def2-TZVPD, the OMol25 dataset).

Molecular weight (g mol⁻¹): 725.10
Charge: 0
Electronic energy (eV): -65200.577
Orbital gap (eV): 9.33
HOMO (eV): -8.912
Relative energy (zero: lowest compared OMol25 entry of this formula, charge and spin) (kJ/mol): 192.0
SMILES string: COC[C@H](C)N.COC[C@H](C)N.COC[C@H](C)N.COC[C@H](C)N.CCO.CCO.CCO.CCO.CCO.CCO.CCO.CCO

```
140
C32H92N4O12, DFT ωB97M-V/def2-TZVPD
C 8.628 0.627 0.952
O 7.481 1.096 0.329
C 7.079 0.279 -0.804
C 5.835 0.898 -1.482
C 4.533 0.564 -0.735
N 5.877 0.392 -2.839
H 9.527 0.735 0.344
H 8.505 -0.373 1.368
H 8.806 1.276 1.810
H 7.921 0.085 -1.469
H 6.791 -0.717 -0.470
H 5.875 1.987 -1.462
H 3.745 1.060 -1.302
H 4.481 0.953 0.281
H 4.280 -0.493 -0.655
H 5.113 0.908 -3.253
H 6.691 0.814 -3.263
C -6.586 -1.496 -4.249
O -6.442 -0.979 -2.946
C -5.618 0.226 -3.025
C -5.080 0.446 -1.635
C -4.026 -0.577 -1.182
N -6.122 0.532 -0.673
H -7.032 -0.729 -4.881
H -7.292 -2.325 -4.198
H -5.660 -1.767 -4.756
H -4.734 0.197 -3.661
H -6.237 1.019 -3.446
H -4.544 1.395 -1.650
H -3.909 -0.696 -0.105
H -3.054 -0.368 -1.627
H -4.419 -1.549 -1.481
H -5.569 0.728 0.149
H -6.600 1.411 -0.815
C -2.255 -1.488 3.571
O -3.595 -1.181 3.678
C -4.532 -2.210 3.442
C -5.987 -1.882 3.869
C -6.926 -3.090 4.059
N -6.594 -1.180 2.803
H -1.935 -2.211 4.321
H -1.614 -0.611 3.660
H -2.091 -1.890 2.571
H -4.528 -2.459 2.381
H -4.206 -3.080 4.012
H -5.949 -1.299 4.790
H -6.510 -3.825 4.748
H -7.161 -3.562 3.105
H -7.881 -2.751 4.458
H -5.994 -0.401 2.571
H -6.470 -1.723 1.961
C -1.428 5.958 -3.365
O -2.422 5.540 -2.478
C -2.189 5.903 -1.099
C -1.055 5.147 -0.432
C -1.387 3.666 -0.270
N -0.730 5.786 0.875
H -0.574 5.297 -3.218
H -1.127 6.998 -3.236
H -1.809 5.757 -4.366
H -1.944 6.966 -1.104
H -3.115 5.989 -0.531
H -0.133 5.112 -1.012
H -2.409 3.441 0.035
H -0.722 3.221 0.471
H -1.234 3.267 -1.272
H -1.607 5.708 1.370
H -0.730 6.774 0.664
C -0.390 0.147 -0.246
C 0.559 -0.866 -0.814
O 1.526 -1.235 0.093
H 0.125 1.007 0.182
H -1.094 -0.259 0.480
H -1.044 0.499 -1.044
H 0.989 -0.551 -1.764
H 0.031 -1.801 -0.998
H 2.186 -1.805 -0.309
C 1.118 2.241 -4.383
C 1.666 0.894 -4.051
O 0.546 0.010 -4.007
H 0.548 2.227 -5.311
H 1.972 2.917 -4.436
H 0.526 2.658 -3.568
H 2.203 0.768 -3.111
H 2.406 0.472 -4.732
H 0.917 -0.864 -3.862
C 2.644 3.311 1.082
C 2.542 4.720 1.732
O 1.317 4.862 2.433
H 1.700 3.101 0.578
H 2.721 2.569 1.877
H 3.501 3.260 0.411
H 2.568 5.437 0.911
H 3.400 4.962 2.359
H 0.632 5.140 1.820
C -1.019 -4.202 1.394
C -2.280 -3.992 0.603
O -3.257 -4.986 0.873
H -0.466 -3.271 1.265
H -0.454 -5.058 1.027
H -1.271 -4.389 2.438
H -2.102 -4.036 -0.471
H -2.770 -3.031 0.758
H -4.041 -4.812 0.347
C -0.372 1.839 3.248
C 0.230 2.096 4.615
O 1.410 2.859 4.366
H -0.461 2.696 2.581
H -1.378 1.510 3.512
H 0.156 1.027 2.749
H 0.443 1.175 5.157
H -0.481 2.652 5.227
H 1.289 3.556 3.717
C 1.042 -4.896 -2.553
C 1.048 -4.060 -3.769
O 1.500 -2.802 -3.410
H 1.982 -5.273 -2.151
H 0.471 -5.778 -2.845
H 0.522 -4.469 -1.696
H 0.069 -4.030 -4.248
H 1.711 -4.525 -4.499
H 1.990 -2.937 -2.596
C 3.679 -1.770 2.894
C 2.556 -1.089 3.585
O 1.398 -1.532 2.869
H 3.768 -2.800 3.239
H 4.659 -1.353 3.129
H 3.630 -1.744 1.805
H 2.650 -0.007 3.488
H 2.438 -1.385 4.627
H 1.551 -1.380 1.934
C 3.531 -4.504 0.390
C 4.299 -3.588 -0.557
O 3.434 -2.782 -1.298
H 2.888 -3.961 1.083
H 4.187 -5.099 1.025
H 2.895 -5.208 -0.147
H 4.845 -4.370 -1.085
H 4.985 -2.899 -0.064
H 3.883 -2.457 -2.082
```